(1)
Formula: C4H34N2O14
Source: the Open Molecules 2025 dataset
Level of theory: wB97M-V/def2-TZVPD

Results
2S+1: 2
LUMO energy (spin up / spin down): 0.0870 / 0.0954 hartree
Net charge: -1
HOMO-LUMO gap (spin up / spin down): 1.90 / 9.69 eV
E_HOMO (spin up / spin down): 0.0173 / -0.2607 Ha

Positions of all 54 atoms, in Å:
O (-0.665, -0.473, -1.512)
C (-0.446, -0.167, -0.391)
O (-0.541, -1.216, 0.506)
C (-0.154, 1.187, 0.375)
C (-0.657, 2.345, -0.384)
C (-0.023, 2.421, -1.713)
N (1.439, 2.920, -1.472)
N (-0.849, 1.055, 1.663)
H (0.876, 1.369, 0.465)
H (-0.408, 3.233, 0.217)
H (-1.824, 2.338, -0.606)
H (-0.567, 3.134, -2.478)
H (-0.116, 1.648, -2.403)
H (2.134, 2.205, -1.588)
H (1.675, 3.637, -2.047)
H (-1.832, 1.246, 1.508)
H (-0.729, -0.903, 1.456)
H (-0.590, 1.652, 2.406)
H (2.749, 1.413, 2.203)
H (2.333, -0.028, 1.990)
O (3.003, 0.622, 1.693)
H (-0.256, -4.285, -0.808)
H (-0.409, -2.997, 0.002)
O (-0.193, -3.930, 0.103)
H (3.267, 0.256, -1.607)
H (3.659, 0.940, -0.181)
O (3.520, 1.072, -1.103)
H (2.429, 3.638, 2.492)
H (1.660, 3.270, 1.178)
O (1.669, 3.430, 2.032)
H (2.889, -4.524, 1.189)
H (1.608, -4.636, 0.553)
O (2.319, -5.257, 0.944)
H (-0.796, -4.732, -3.136)
H (0.410, -3.693, -2.862)
O (-0.507, -3.974, -2.603)
H (1.227, -2.344, 1.812)
H (0.978, -1.627, 3.150)
O (1.523, -1.606, 2.369)
H (-0.574, -4.212, 3.596)
H (0.147, -4.111, 2.240)
O (0.144, -3.760, 3.164)
H (-0.624, 0.138, -4.273)
H (-0.726, -1.281, -3.878)
O (-0.188, -0.613, -4.363)
H (-4.581, 0.443, -3.527)
H (-5.006, 0.922, -2.193)
O (-4.570, 1.198, -2.968)
H (-4.642, 0.908, 0.700)
H (-3.582, 0.075, 0.110)
O (-4.510, -0.008, 0.351)
H (0.167, 3.689, 3.053)
H (-0.498, 4.145, 1.838)
O (-0.761, 3.827, 2.740)


(2)
Formula: C4H35N2O11
Source: the Open Molecules 2025 dataset
Level of theory: wB97M-V/def2-TZVPD

Results
2S+1: 2
LUMO energy (spin up / spin down): -0.2095 / -0.4158 hartree
ΔE to the lowest compared entry with this formula, charge and spin: 119.6 kJ/mol
Net charge: +2
HOMO-LUMO gap (spin up / spin down): 10.90 / 5.28 eV
E_HOMO (spin up / spin down): -0.6101 / -0.6100 Ha

Positions of all 52 atoms, in Å:
C (-0.332, -2.342, 2.789)
C (-0.579, -0.947, 2.281)
C (-0.257, -0.667, 0.761)
C (0.146, 0.754, 0.410)
N (-0.933, 1.798, 0.745)
N (-1.986, -0.574, 2.500)
H (-0.825, -3.135, 2.234)
H (0.738, -2.554, 2.725)
H (-0.519, -2.486, 3.857)
H (-0.039, -0.174, 2.858)
H (0.526, -1.397, 0.586)
H (-1.170, -0.957, 0.235)
H (0.200, 0.858, -0.667)
H (1.072, 0.969, 0.925)
H (-1.198, 2.162, -0.164)
H (-1.629, 1.433, 1.381)
H (-0.609, 2.692, 1.175)
H (-2.626, -0.753, 1.714)
H (-2.250, -0.889, 3.439)
H (3.460, 2.483, -1.112)
H (3.060, 1.595, 0.268)
O (2.912, 2.329, -0.342)
H (-1.198, -1.234, -1.974)
H (-2.285, -1.837, -2.803)
O (-2.153, -1.164, -2.121)
H (0.649, -3.366, -1.063)
H (-0.627, -3.720, -0.303)
O (0.305, -3.525, -0.166)
H (3.674, -0.395, 1.807)
H (4.096, -0.736, 0.479)
O (3.437, -0.155, 0.896)
H (2.499, -2.864, 0.690)
H (2.661, -3.426, -0.725)
O (2.998, -2.757, -0.123)
H (-0.400, 3.971, -2.430)
H (0.552, 3.664, -3.517)
O (0.204, 3.264, -2.707)
H (-3.900, -0.997, -0.757)
H (-3.359, -1.907, 0.282)
O (-3.949, -1.146, 0.210)
H (-4.530, 2.270, 0.969)
H (-3.952, 1.653, 2.159)
O (-3.716, 2.315, 1.495)
H (1.977, 0.636, -3.868)
H (1.240, 1.491, -2.798)
O (1.294, 0.608, -3.190)
H (2.072, -1.933, -1.719)
H (1.292, -0.969, -2.569)
O (1.201, -1.862, -2.159)
H (1.130, 4.356, 1.026)
H (1.564, 3.227, -0.050)
O (0.815, 3.718, 0.371)


(3)
Formula: C4H35N2O15
Source: the Open Molecules 2025 dataset
Level of theory: wB97M-V/def2-TZVPD

Results
LUMO energy: 0.0912 hartree
ΔE to the lowest compared entry with this formula, charge and spin: 100.3 kJ/mol
Net charge: -1
HOMO-LUMO gap: 9.10 eV
E_HOMO: -0.2434 Ha

Positions of all 56 atoms, in Å:
O (1.170, 1.559, -0.731)
C (0.165, 0.797, -0.655)
O (-1.013, 1.037, -0.947)
C (0.597, -0.679, -0.266)
C (0.814, -1.522, -1.489)
C (1.356, -2.945, -1.381)
N (2.792, -3.112, -1.096)
N (-0.340, -1.135, 0.750)
H (1.546, -0.475, 0.224)
H (1.594, -1.043, -2.110)
H (0.043, -1.470, -2.255)
H (0.887, -3.521, -0.574)
H (1.142, -3.584, -2.243)
H (3.007, -2.714, -0.182)
H (3.313, -2.475, -1.700)
H (-0.333, -2.158, 0.792)
H (-1.309, -1.069, 0.464)
H (4.229, 0.779, -1.396)
H (2.750, 1.033, -1.039)
O (3.656, 0.982, -0.650)
H (-2.534, 3.633, -1.276)
H (-1.198, 2.993, -1.849)
O (-1.585, 3.744, -1.386)
H (-1.528, -3.861, 0.729)
H (-1.543, -4.382, -0.766)
O (-1.578, -4.638, 0.168)
H (3.172, -1.575, 2.891)
H (3.336, -0.929, 1.647)
O (3.899, -1.438, 2.261)
H (0.589, 3.210, 2.046)
H (1.281, 2.041, 2.559)
O (0.520, 2.616, 2.814)
H (-3.477, -0.586, -0.553)
H (-4.318, -1.813, -0.395)
O (-3.433, -1.546, -0.667)
H (-0.309, 4.493, -0.163)
H (0.733, 3.542, -0.747)
O (0.645, 4.340, -0.193)
H (-0.207, -0.319, 4.304)
H (0.390, -1.100, 3.176)
O (0.302, -1.119, 4.139)
H (-3.037, 1.905, 0.134)
H (-3.362, 3.078, 0.943)
O (-3.719, 2.595, 0.169)
H (-2.858, 1.225, -2.912)
H (-2.213, -0.128, -2.389)
O (-2.510, 0.368, -3.151)
H (-0.985, -3.306, -2.787)
H (-1.666, -2.205, -1.891)
O (-1.725, -3.104, -2.212)
H (2.887, 1.618, 0.943)
H (3.161, 1.334, 2.410)
O (2.513, 1.168, 1.713)
H (-1.557, 2.661, 2.575)
H (-1.877, 3.899, 1.778)
O (-2.276, 3.299, 2.421)


| no. | E (Eh) |
| --- | --- |
| 1 | -1335.5940 |
| 2 | -1109.9040 |
| 3 | -1411.6295 |